[1]
The following is a quantum chemistry calculation of C46H47Cl2N8O2SbTl as an isolated structure, from OMol25.

Calculated values
energy = -3702.43211 Eh
LUMO energy (spin up / spin down) = -4.56 / -5.22 eV
relative energy (zero: lowest compared OMol25 entry of this formula, charge and spin) = 17.2 kcal per mole
orbital gap (spin up / spin down) = 6.08 / 4.40 eV
E_HOMO (spin up / spin down) = -10.647 / -9.615 eV
charge = +1
strongest force on any atom = 3.86 eV/A

Structure (XYZ):
```
107
C46H47Cl2N8O2SbTl wB97M-V/def2-TZVPD
C -0.13 -5.50 0.40
C 4.52 2.01 -3.84
C -0.77 0.98 -3.71
C 2.40 -2.90 1.39
H 0.63 -2.75 3.34
H -6.06 1.21 -1.18
C -2.72 -3.15 3.23
C -2.83 1.94 1.22
H 0.39 -6.45 0.52
H -4.59 0.17 1.96
C -4.91 0.82 1.15
H -0.50 4.56 -5.12
H 2.57 1.71 -4.65
H -2.41 3.13 -5.73
C -1.23 -2.70 1.41
C -2.89 2.20 -1.15
C 3.10 -2.19 2.37
C 0.69 -3.99 -3.53
N 1.23 1.33 -2.44
C 0.32 1.78 -3.36
H -2.52 1.28 2.04
H 0.84 6.41 -0.32
C 2.60 2.46 2.05
C 2.54 3.56 4.16
C 0.41 3.08 -3.89
H 0.35 -6.01 -4.15
C -0.57 3.55 -4.73
C 4.73 1.96 -1.45
C 2.69 -0.81 2.80
H -2.33 2.90 1.31
H -2.81 -0.60 0.65
H 1.61 -0.68 2.79
H -2.88 -3.25 4.30
H -0.83 -0.02 -3.30
H 4.79 -2.21 3.66
C -1.73 1.45 -4.58
H -6.00 0.95 1.20
O -0.55 3.52 0.33
H -1.20 -5.69 0.50
C -0.35 -2.58 3.78
C 0.12 -5.76 -2.04
N -4.56 0.19 -0.13
C 3.26 3.19 3.05
H -2.11 -2.85 -0.54
H 5.29 2.03 -0.53
H -2.39 3.17 -1.06
N 3.33 2.13 0.94
O 1.30 3.93 -0.80
C 0.73 -3.12 -2.46
H 6.37 2.25 -2.77
C 0.47 -3.57 -1.17
C -3.12 0.04 -0.18
H -4.70 0.62 -2.17
C -3.77 -3.33 2.35
H 0.62 3.43 5.14
H -0.12 -6.81 -1.87
Sb 0.61 -2.08 0.42
H 3.12 -0.09 2.10
H 3.07 -0.58 3.79
C 1.21 3.16 4.28
H 4.41 -5.62 1.12
C 0.21 5.76 0.28
C 4.25 -2.75 2.90
C 3.17 1.81 -3.76
C 4.04 -4.67 1.48
N -2.43 1.33 -0.06
C 0.35 4.27 -0.12
H 0.89 -3.63 -4.53
C 0.38 -5.32 -3.32
N 1.33 2.06 2.17
H 0.97 -2.07 -2.62
H 4.29 3.47 2.90
H 1.23 3.71 -3.57
C 2.51 1.63 -2.51
H -4.36 -3.38 0.29
H -0.36 2.04 3.32
H -0.39 -1.56 4.17
C -4.69 2.97 0.18
Cl -1.47 6.28 0.15
H -2.62 1.74 -2.11
H -5.77 3.10 0.22
Cl 0.76 5.85 1.96
Tl 0.33 1.26 -0.11
H -4.21 3.95 0.27
C 0.16 -4.91 -0.94
C 0.66 2.40 3.26
C -3.55 -3.23 0.99
H 2.39 -4.64 0.14
C 5.31 2.09 -2.67
H -2.85 -0.43 -1.13
C -4.97 1.08 -1.21
N -4.27 2.12 1.29
H 4.98 2.11 -4.81
C 3.33 1.73 -1.32
H -4.75 -3.58 2.73
H -0.47 -3.26 4.63
N 2.74 1.82 -0.14
H 0.17 -4.84 1.22
H 5.61 -4.39 2.91
H -2.55 0.82 -4.87
C 2.89 -4.11 0.93
N -4.33 2.38 -1.11
C -1.44 -2.81 2.78
H 3.00 4.15 4.94
C -2.28 -2.92 0.53
C -1.64 2.75 -5.08
C 4.71 -3.98 2.48
```

[2]
The following is a quantum chemistry calculation of C46H47N6O2RuSTe as an isolated structure, from OMol25.

Calculated values
energy = -3021.09833 Eh
LUMO energy (spin up / spin down) = -1.78 / -1.83 eV
spin multiplicity = 2
relative energy (zero: lowest compared OMol25 entry of this formula, charge and spin) = 56.9 kcal per mole
orbital gap (spin up / spin down) = 5.42 / 5.34 eV
E_HOMO (spin up / spin down) = -7.202 / -7.172 eV
strongest force on any atom = 2.18 eV/A

Structure (XYZ):
```
104
C46H47N6O2RuSTe wB97M-V/def2-TZVPD
H -4.72 1.71 -2.60
S 2.58 2.92 -2.16
C -6.11 -3.12 2.47
C 2.98 3.20 3.01
H -4.84 -4.60 3.36
O 0.73 0.68 -2.51
C 3.88 -0.66 0.34
C -1.09 -0.33 3.88
H 3.71 3.72 3.62
H -2.94 -1.87 -2.49
H 0.33 -3.48 0.74
H 5.36 0.65 1.23
C 5.66 3.02 -0.68
C 2.50 -1.96 -0.75
C -2.12 0.54 3.50
C -0.73 1.39 1.69
C -3.24 -2.89 -2.22
H -4.03 -2.84 -1.47
C 2.79 3.91 1.66
H -0.51 0.24 -4.72
H 0.09 5.45 -2.53
C -1.93 1.38 2.43
H -2.86 0.88 -1.22
C -4.89 -3.75 2.69
C 6.08 1.92 -1.63
C -1.45 0.54 -4.27
H -2.44 -4.31 3.51
H -7.48 -4.68 2.98
C -1.35 -3.18 -0.57
H -2.70 2.09 2.15
H 4.95 -2.25 1.43
H -0.16 -6.38 -2.35
C 3.32 -2.79 0.01
Ru 1.75 1.00 -0.59
H -2.15 -5.19 -3.15
C -5.03 -0.31 0.16
N 0.17 3.50 -1.08
Te -1.83 -1.35 0.41
H 8.13 1.84 -0.92
H -1.23 -0.97 4.74
H 3.28 -3.87 0.03
H -1.58 -3.30 2.34
H 6.50 6.23 0.05
H 2.04 3.15 3.55
C -1.62 -4.81 -2.29
H 2.40 4.92 1.83
H 7.09 0.57 -0.26
C -3.81 1.36 -3.08
C -1.58 0.50 -2.89
C -2.77 0.90 -2.30
H 2.06 3.35 1.08
C -2.42 -3.98 2.47
C -6.13 -2.01 1.64
N 3.86 1.67 0.22
C -2.51 0.98 -5.05
C 0.21 -5.01 -0.75
H -7.26 -3.47 4.24
H 4.42 6.05 1.38
H 0.92 -1.00 3.47
H -2.40 1.02 -6.13
C -0.61 2.33 0.63
N 0.34 2.43 -0.25
C -4.98 -1.54 1.03
H -6.04 0.08 0.09
C 1.11 3.79 -1.91
H -7.07 -1.48 1.47
C 0.34 0.51 2.08
C 4.43 0.59 0.65
C 4.07 4.01 0.87
H -2.26 -4.86 1.83
H -1.40 3.07 0.53
C -2.05 -3.64 -1.68
C -0.22 -3.86 -0.12
H -3.04 0.56 4.06
C 4.54 2.90 0.16
C 5.94 5.30 0.07
C -0.49 -5.49 -1.84
H 1.10 -5.52 -0.40
H -4.48 1.82 -5.06
H -4.39 0.47 0.58
N 0.93 4.91 -2.65
C -0.37 0.20 -2.06
H 1.71 -2.23 -1.42
C 0.09 -0.36 3.18
C 4.20 -1.96 0.71
C 4.78 5.20 0.82
H 5.25 1.24 -1.80
N 2.84 -0.67 -0.56
O 1.50 0.53 1.53
H -4.67 -0.54 -0.85
C -7.35 -3.62 3.16
C 7.31 1.15 -1.15
N -0.37 -0.45 -0.94
H 6.32 2.39 -2.59
H 7.65 0.47 -1.93
H -3.63 -3.39 -3.11
H -8.24 -3.09 2.82
C 6.35 4.23 -0.70
H 3.32 2.18 2.84
C -3.68 1.41 -4.46
H 1.64 5.22 -3.28
C -3.71 -3.29 2.11
H 7.22 4.32 -1.35
C -3.77 -2.20 1.24
```